# 1
Density functional theory data (ωB97M-V with the def2-TZVPD basis set) for a 5-piece molecular cluster, C23H46N2O9S4 overall at a distorted geometry.

- E_LUMO: 0.021 Ha
- HOMO level: -8.40 eV
- SMILES string: NCCC[C@H]1CCC(=O)N1.O=S1(=O)CCCC1.O=S1(=O)CCCC1.O=S1(=O)CCCC1.O=S1(=O)CCCC1
- Kohn-Sham gap: 8.975 eV

```
! RIJCOSX wB97M-V def2-TZVPD def2/J DEFGRID3
* xyz 0 1
H -5.892 1.069 3.099
H 6.676 -3.599 -2.611
C 7.517 -1.363 -1.171
H 2.570 -1.548 -1.470
O -8.071 -0.406 3.203
H -5.686 3.333 2.150
H -6.276 -4.723 -2.526
S -3.774 -2.135 -2.726
C -7.763 3.115 2.793
C -1.464 0.262 -1.144
N -0.766 1.059 1.043
H -9.512 2.314 1.766
H 5.262 4.054 4.311
H 6.846 3.646 2.562
C 5.094 3.130 3.754
O 7.689 1.200 2.201
H -0.911 -0.254 -2.005
O 5.499 0.973 0.953
C 2.295 -0.103 0.040
H -1.393 2.377 -0.466
H -6.544 -2.997 -2.248
C -5.613 -3.422 -4.152
H -5.087 -4.262 -4.618
N 1.882 -0.843 -1.174
C 5.498 0.736 3.578
H -5.355 -1.260 -4.254
C 7.670 -1.670 -2.662
H 5.331 3.539 1.623
O 4.356 -2.955 -1.544
H 2.912 1.947 -0.585
C -6.573 2.747 1.903
H -0.174 0.216 1.121
C 0.738 1.824 -1.025
H 4.025 3.075 3.527
H -6.553 -3.286 -4.691
H 1.811 -0.470 1.008
H -3.084 -1.121 -0.305
C 5.508 1.899 4.562
H 5.862 0.048 -1.045
H 7.596 -0.743 -3.239
H 0.931 -1.217 -1.112
C -4.486 -3.602 -2.002
O -2.390 -2.399 -3.050
H 0.803 2.954 -1.240
H -1.338 -1.543 0.307
H 6.516 2.042 4.964
H 0.784 1.319 -2.044
H 8.635 -2.130 -2.885
H 4.477 0.445 3.322
C -2.052 -0.703 0.024
H -2.407 0.808 -1.512
C -5.849 -3.729 -2.671
C 1.985 1.482 -0.085
C -4.745 -2.164 -4.228
H 6.317 -2.651 -4.085
H -9.413 1.870 3.492
H 5.721 -1.339 0.066
H -7.447 3.118 3.841
C 6.514 -2.597 -3.015
C 6.048 -1.017 -0.922
H 3.429 -0.182 0.203
H 1.884 1.932 0.961
H -5.735 0.800 1.338
H -3.843 -4.447 -2.258
O -8.331 0.212 0.763
C -2.121 0.417 1.187
C 5.898 3.116 2.452
O 4.492 -0.920 -3.043
H -4.077 -2.187 -5.090
S 5.110 -1.890 -2.170
H 7.792 -2.248 -0.587
H -8.146 4.112 2.564
H -4.547 -3.491 -0.920
C -8.840 2.048 2.583
H 6.059 -0.130 3.929
C -6.338 1.258 2.121
O -4.177 -0.992 -1.936
H -6.823 2.938 0.854
H 4.833 1.719 5.401
S -7.975 0.549 2.122
O -3.044 0.705 1.958
C -0.685 1.481 -0.384
S 6.261 1.398 2.107
H 8.172 -0.548 -0.856
*
```

Quick look at the Mulliken charges, all values in e: H 0.33; H 0.32; C -0.72; H 0.12; O -0.68; H 0.35; H 0.37; S 1.37; C -0.62; C -0.64; N -0.42; H 0.36; H 0.33; H 0.38; C -0.59; O -0.75; H 0.41; O -0.54; C 0.11; H 0.47; H 0.30; C -0.58; H 0.29; N -0.23; C -0.68; H 0.37; C -0.59; H 0.35; O -0.73; H 0.28; C -0.67; H 0.22; C -1.08; H 0.27; H 0.32; H 0.12; H 0.19; C -0.64; H 0.22; H 0.28; H 0.06; C -0.75; O -0.78; H 0.39; H 0.19; H 0.29; H 0.30; H 0.37; H 0.33; C -0.29; H 0.29; C -0.60; C -0.38; C -0.78; H 0.42; H 0.34; H 0.31; H 0.30; C -0.79; C -0.19; H -0.24; H 0.23; H 0.20; H 0.39; O -0.67; C 0.22; C -0.70; O -0.64; H 0.35; S 1.18; H 0.32; H 0.32; H 0.38; C -0.66; H 0.45; C -0.44; O -0.67; H 0.33; H 0.36; S 1.19; O -0.53; C 0.29; S 1.03; H 0.29

=====

# 2
Density functional theory data (ωB97M-V with the def2-TZVPD basis set) for a 8-piece molecular cluster, C31H40F3O23P overall.

- E_LUMO: 0.012 Ha
- HOMO level: -8.66 eV
- SMILES string: O=C(C[PH3]COC(F)(F)F)c1ccccc1.O=C1OCCO1.O=C1OCCO1.O=C1OCCO1.O=C1OCCO1.O=C1OCCO1.O=C1OCCO1.O=C1OCCO1
- Kohn-Sham gap: 8.984 eV

```
! RIJCOSX wB97M-V def2-TZVPD def2/J DEFGRID3
* xyz 0 1
H 2.556 -0.759 1.206
C -0.112 -3.233 4.361
F 4.892 -0.251 4.926
H -5.567 2.720 -7.184
O -5.022 -0.124 -9.753
H -0.196 0.159 4.438
C 4.529 -1.055 2.411
O 2.633 3.346 -0.197
H -1.811 -2.162 -0.586
O -4.377 1.576 -8.421
H 3.020 1.772 -1.488
H 1.204 8.515 1.405
H -3.018 -3.267 0.102
H 4.784 -7.196 2.663
C 0.231 0.139 1.751
O 3.093 5.249 0.914
H 3.799 1.192 2.037
C -1.819 3.023 3.936
H 4.658 -4.781 2.845
O 0.949 -6.802 2.683
H -3.079 -2.972 -7.873
O -0.701 8.900 -2.353
H 0.193 -4.428 2.604
O -4.521 -1.573 -4.157
C -4.325 -2.295 -5.086
C 4.244 -6.820 3.533
C -2.760 -3.453 -2.066
H -3.899 2.479 -6.617
C 5.993 -0.416 4.149
H 0.339 -2.456 1.094
C 2.965 2.857 -1.502
O -0.108 8.589 -0.202
H -3.990 3.785 6.061
O -0.884 3.250 3.243
H 1.065 1.619 2.991
H 4.456 3.790 -2.811
H -5.396 -3.489 -7.372
H 0.930 6.977 0.563
F 6.534 -1.608 4.511
C 0.105 -3.426 3.001
C 2.075 -6.548 2.959
H 3.795 -4.867 4.398
C 0.092 -1.036 2.679
C 0.122 8.656 -1.533
C -3.725 3.328 5.111
H -4.668 -4.961 -6.682
C -4.667 -3.875 -6.659
H -2.804 1.672 6.189
H -2.492 -3.897 -6.468
O -2.301 1.783 4.195
C -5.007 0.411 -8.692
C -3.282 1.882 5.231
O 2.938 -7.405 3.550
C 0.192 -2.323 2.158
F 6.872 0.545 4.454
C 2.149 8.380 -0.567
H 1.426 1.841 1.283
C -0.236 -1.950 4.884
O 2.669 -5.350 2.742
H 4.312 -1.909 3.061
O -1.597 -4.016 -2.689
P 2.965 0.075 2.290
C -3.292 -3.261 -6.848
H -4.546 3.455 4.404
O 5.718 -0.364 2.841
C 1.343 1.095 2.071
O 0.174 -5.177 -1.923
O -1.231 -4.141 -0.499
O 1.425 8.401 -1.803
O -0.480 0.237 0.776
H -0.184 -4.091 5.019
H 4.781 -7.087 4.438
C -5.169 0.700 -6.458
O -3.374 -2.092 -6.019
C -0.120 -0.847 4.045
O -5.025 -3.414 -5.346
C -4.747 2.005 -7.103
H 5.142 2.951 -1.401
H -3.555 -4.200 -2.070
C 1.060 8.052 0.433
H -4.077 1.162 5.057
H 2.938 7.633 -0.604
C 3.286 4.512 0.002
O -2.558 3.958 4.576
H 4.743 -1.439 1.410
H 2.587 9.366 -0.401
O 4.187 4.727 -0.983
H -0.420 -1.798 5.940
C 3.928 -5.341 3.423
C -2.260 -3.154 -0.667
H -5.973 0.812 -5.736
C 4.296 3.534 -1.768
C -0.789 -4.513 -1.722
H -3.093 -2.572 -2.604
H -4.335 0.182 -5.991
H 2.187 3.171 -2.199
H 2.637 -0.200 3.637
O -5.614 -0.069 -7.582
*
```

Quick look at the Mulliken charges, all values in e: H -0.07; C -0.59; F -0.25; H 0.24; O -0.54; H 0.51; C -0.88; O -0.21; H 0.16; O -0.34; H 0.29; H 0.30; H 0.38; H 0.27; C -0.01; O -0.52; H -0.08; C 0.60; H 0.26; O -0.51; H 0.32; O -0.53; H 0.70; O -0.60; C 0.80; C -0.38; C -0.12; H 0.30; C 0.91; H 0.57; C -0.32; O -0.34; H 0.30; O -0.45; H 0.38; H 0.31; H 0.27; H 0.16; F -0.27; C -0.84; C 0.62; H 0.25; C 0.49; C 0.66; C -0.37; H 0.31; C -0.28; H 0.27; H 0.27; O -0.19; C 0.68; C -0.33; O -0.35; C -0.30; F -0.26; C -0.18; H 0.10; C -0.87; O -0.19; H 0.27; O -0.32; P 0.74; C -0.37; H 0.26; O -0.39; C -0.51; O -0.57; O -0.26; O -0.34; O -0.66; H 0.45; H 0.30; C -0.10; O -0.33; C -0.10; O -0.36; C -0.35; H 0.27; H 0.23; C -0.15; H 0.29; H 0.17; C 0.58; O -0.36; H 0.59; H 0.26; O -0.35; H 0.43; C -0.26; C -0.24; H 0.34; C -0.36; C 0.62; H 0.14; H 0.09; H 0.25; H -0.06; O -0.32

=====

# 3
Density functional theory data (ωB97M-V with the def2-TZVPD basis set) for one molecule with the formula C3HF5I2 at a distorted geometry.

- Energy relative to the best compared isomer or geometry (same formula, charge and spin): 25.5 kcal/mol
- E_LUMO: -0.003 Ha
- HOMO level: -10.15 eV
- SMILES string: F[C@@H](I)C(F)(F)C(F)(F)I
- Kohn-Sham gap: 10.078 eV

```
! RIJCOSX wB97M-V def2-TZVPD def2/J DEFGRID3
* xyz 0 1
C -0.096 0.687 0.061
F 1.281 2.064 1.526
F 2.823 2.431 -0.160
I 4.394 0.013 0.026
H 0.277 0.526 -0.964
I -1.572 2.252 0.105
F 1.473 -0.113 1.647
F 2.207 0.902 -1.614
C 1.230 0.940 0.889
C 2.672 1.187 -0.311
F -0.581 -0.417 0.677
*
```

Quick look at the Mulliken charges, all values in e: C -0.28; F -0.25; F -0.19; I 0.14; H 0.38; I 0.11; F -0.27; F -0.28; C 0.69; C 0.20; F -0.25

=====

# 4
Density functional theory data (ωB97M-V with the def2-TZVPD basis set) for C35H52BrClN4OPtSi2 as an isolated structure.

- Energy relative to the best compared isomer or geometry (same formula, charge and spin): 38.5 kcal/mol
- E_LUMO: 0.008 Ha
- HOMO level: -7.37 eV
- Kohn-Sham gap: 7.584 eV

```
! RIJCOSX wB97M-V def2-TZVPD def2/J DEFGRID3
* xyz 0 1
H -0.634 -0.462 -6.154
H -0.639 2.538 3.180
C -1.892 -4.218 1.511
H -3.221 -0.053 -1.639
H -1.660 -4.632 -6.197
C -4.354 2.567 -0.148
H -5.323 2.087 0.021
H -1.332 2.483 -1.109
N -0.500 -2.294 1.133
H 1.550 1.763 -2.916
H 1.682 -1.998 -1.874
H -3.030 1.990 2.782
C -0.722 -1.184 -5.348
H -2.654 -6.216 1.729
C -2.836 -3.762 -4.636
C -1.103 -3.404 0.712
H 0.996 2.544 2.505
H 0.297 4.036 3.126
C 0.165 -2.418 -5.641
C 2.946 -0.114 0.633
N -0.290 -0.440 -4.177
H -2.389 5.182 0.225
H 3.859 -3.079 -1.628
C 0.067 3.117 2.581
C -2.037 -3.831 2.841
C -4.973 -2.687 -5.000
C 4.519 -1.799 -0.042
H -1.768 -1.462 -5.241
H -2.403 0.358 2.551
H -2.338 -4.104 -2.584
H 1.155 -1.652 -8.889
C 1.181 -1.563 -7.802
C -1.269 2.102 -0.076
H -3.673 -3.330 -6.565
Si -0.620 3.546 0.879
H 0.553 -4.382 -4.935
H -0.251 -3.364 -3.780
H 0.446 4.683 -1.061
C -3.281 -0.188 -0.554
H -2.001 -5.867 0.130
C -1.405 -2.694 3.304
H -3.569 -5.218 0.604
C 2.004 -0.551 -0.305
H 0.222 -4.831 -7.230
H 5.483 -2.282 0.056
H -0.954 -2.722 -8.965
C -2.563 -5.446 0.963
C -1.570 -4.412 -5.136
C 0.795 4.336 -0.084
C -3.136 1.080 2.186
C 0.875 -4.004 -7.508
O 1.448 -2.056 -5.132
H -4.291 2.822 -1.209
H 1.063 -4.077 -8.580
C -1.096 -2.528 -7.900
C -0.515 -0.629 -2.877
H 2.044 -2.805 -5.235
C -5.172 -2.619 -3.633
H -5.727 -2.302 -5.672
C 4.185 -0.725 0.772
C -3.069 -3.684 -3.265
C -4.225 -3.121 -2.754
Si -2.927 1.432 0.347
H 4.890 -0.361 1.510
H -1.484 -5.385 -4.644
C -0.649 -1.970 2.391
Br 0.268 -0.417 2.986
H -4.340 3.502 0.415
C 2.366 -1.624 -1.118
C -0.262 -3.661 -4.834
H -1.446 5.790 1.592
C 0.263 -2.634 -7.193
H -2.692 4.568 1.850
C 0.868 0.965 -3.150
H -1.528 -1.530 -7.814
H 1.837 -4.147 -7.008
C -1.907 4.897 1.163
H -4.288 -0.548 -0.325
H 0.872 -0.550 -7.543
Cl -6.629 -1.912 -3.012
H -0.933 -3.660 -0.330
H -1.827 -3.245 -7.537
H -2.558 -0.953 -0.258
Pt 0.324 0.583 -0.257
H -1.191 -1.357 -2.461
H -4.392 -3.066 -1.687
H -2.638 -4.428 3.517
H -4.134 0.674 2.377
H 1.597 3.612 -0.257
N 0.210 0.248 -2.199
H 2.709 0.733 1.276
C -3.811 -3.265 -5.493
H 1.221 5.194 0.442
N 0.582 0.574 -4.360
H 2.211 -1.680 -7.473
C 3.605 -2.243 -0.986
H -1.487 -2.373 4.332
*
```

Quick look at the Mulliken charges, all values in e: H 0.45; H 0.24; C 0.89; H 0.21; H 0.65; C -1.12; H 0.34; H 0.16; N 0.09; H 0.51; H 0.31; H 0.29; C -2.42; H 0.45; C -0.04; C -0.60; H 0.23; H 0.39; C 2.47; C -0.05; N 1.27; H 0.34; H 0.40; C -0.83; C -0.60; C -0.99; C -0.53; H 0.36; H 0.08; H 0.64; H 0.47; C -1.77; C -0.08; H 0.41; Si 0.16; H 0.70; H 0.07; H 0.29; C -0.61; H 0.38; C -0.47; H 0.24; C -0.20; H 0.29; H 0.35; H 0.55; C -1.45; C -1.72; C -1.06; C -0.77; C -1.87; O -0.78; H 0.31; H 0.52; C -1.56; C -0.05; H 0.62; C 0.35; H 0.46; C -0.73; C -0.04; C -0.68; Si 0.06; H 0.42; H 0.46; C -0.11; Br -0.04; H 0.27; C 0.42; C -1.06; H 0.33; C 1.46; H 0.29; C -0.38; H 0.29; H 0.36; C -1.16; H 0.51; H 0.32; Cl -0.23; H 0.35; H 0.18; H -0.27; Pt 1.17; H 0.90; H 0.38; H 0.42; H 0.38; H 0.25; N -1.60; H 0.24; C 0.04; H 0.34; N -1.08; H 0.37; C -0.65; H 0.45

=====

# 5
Density functional theory data (ωB97M-V with the def2-TZVPD basis set) for one molecule with the formula C4H6N2OS at a distorted geometry.

- Energy relative to the best compared isomer or geometry (same formula, charge and spin): 77.3 kcal/mol
- E_LUMO: 0.025 Ha
- HOMO level: -8.13 eV
- SMILES string: Cn1ccn(S)c1=O
- Kohn-Sham gap: 8.793 eV

```
! RIJCOSX wB97M-V def2-TZVPD def2/J DEFGRID3
* xyz 0 1
N 1.487 -0.085 0.123
C 0.971 -1.340 0.001
S 3.209 0.130 -0.136
H -2.519 0.262 1.005
H -1.177 -2.015 -0.120
C 0.497 0.957 -0.110
N -0.623 0.140 -0.140
H -2.071 1.558 -0.164
H 1.567 -2.216 0.169
C -1.975 0.491 0.056
C -0.428 -1.332 -0.300
O 0.649 2.143 -0.180
H -2.692 -0.118 -0.796
H 3.105 1.425 0.593
*
```

Quick look at the Mulliken charges, all values in e: N -0.10; C -0.17; S -0.15; H 0.29; H 0.38; C 0.52; N 0.17; H 0.36; H 0.44; C -0.93; C -0.66; O -0.59; H 0.26; H 0.19

=====

Q: Which value of HOMO level does entry 4 give?
A: -7.37 eV